1.
DFT (wB97M-V/def2-TZVPD) results for C36H32BN8O5Ru as an isolated structure.

Values from the calculation:
- LUMO energy (alpha / beta): -3.36 / -5.55 eV
- Charge: +1
- Kohn-Sham gap (alpha / beta): 7.78 / 5.58 eV
- Energy relative to the best compared isomer or geometry (same formula, charge and spin): 0.00 kcal/mol
- 2S+1: 5

Atoms and positions in Å:
1 Ru -0.16166 -0.00173 0.66567
2 C 3.91537 -1.30859 -2.64079
3 C 2.81710 -1.61335 -1.68226
4 C 2.30303 -2.84762 -1.30854
5 C 1.31744 -2.58808 -0.36739
6 N 1.22925 -1.25488 -0.19628
7 N 2.16415 -0.66552 -0.99705
8 B 2.38628 0.87004 -0.98227
9 N 1.17311 1.57804 -1.61217
10 N -0.08623 1.38584 -1.12866
11 C -0.92354 2.11969 -1.87605
12 C -0.17221 2.80634 -2.84104
13 C 1.14022 2.43350 -2.64948
14 C 2.35634 2.86520 -3.39647
15 C -2.38948 2.19429 -1.71325
16 C -3.13180 1.30391 -0.93966
17 C -4.50813 1.42918 -0.82891
18 C -5.17390 2.44417 -1.49640
19 C -4.45063 3.33270 -2.27951
20 C -3.07705 3.20730 -2.38736
21 N 2.50773 1.29172 0.49225
22 N 1.53513 0.92672 1.36169
23 C 1.84160 1.42037 2.57261
24 C 3.03341 2.12460 2.47015
25 C 3.42529 2.02370 1.14124
26 C 4.63037 2.58233 0.46851
27 C 0.97243 1.20226 3.73121
28 C 0.71166 2.25464 4.60502
29 C -0.14438 2.06560 5.67797
30 C -0.74301 0.83022 5.88475
31 C -0.48133 -0.22354 5.02020
32 C 0.37946 -0.03890 3.95155
33 C 0.51505 -3.56118 0.38642
34 C 0.50185 -3.54048 1.77803
35 C -0.22750 -4.48551 2.47980
36 C -0.93712 -5.46274 1.79562
37 C -0.90778 -5.50182 0.40935
38 C -0.18160 -4.55579 -0.29644
39 H 4.23895 -2.22563 -3.12702
40 H 3.58779 -0.60719 -3.40757
41 H 4.77233 -0.86979 -2.12976
42 H 2.63693 -3.81666 -1.63669
43 H 3.38030 1.13942 -1.57595
44 H -0.52936 3.48164 -3.59713
45 H 2.06940 3.55093 -4.19024
46 H 3.06085 3.37890 -2.74272
47 H 2.87497 2.01902 -3.84688
48 H -2.65666 0.49483 -0.41145
49 H -5.05692 0.72884 -0.21333
50 H -6.24710 2.54450 -1.40708
51 H -4.95601 4.13258 -2.80356
52 H -2.53710 3.92342 -2.99016
53 H 3.56263 2.62082 3.26480
54 H 5.20202 3.17612 1.17725
55 H 5.27178 1.78776 0.08713
56 H 4.35035 3.22123 -0.36864
57 H 1.15257 3.22664 4.42249
58 H -0.35480 2.88856 6.34726
59 H -1.41487 0.68942 6.72055
60 H -0.94423 -1.18823 5.17782
61 H 0.60406 -0.87465 3.29754
62 H 1.08472 -2.79651 2.30785
63 H -0.23698 -4.46491 3.56120
64 H -1.51250 -6.19575 2.34426
65 H -1.45527 -6.26824 -0.12272
66 H -0.15848 -4.57709 -1.37985
67 O -2.95894 -2.93009 1.18531
68 C -2.26924 -2.15775 0.59329
69 O -1.46792 -1.27847 1.21979
70 C -2.20157 -2.03299 -0.89625
71 C -2.98526 -2.81019 -1.72841
72 C -2.82840 -2.64741 -3.09574
73 C -1.89570 -1.73286 -3.56348
74 C -1.16091 -0.99370 -2.64916
75 N -1.32448 -1.14027 -1.33826
76 H -3.68290 -3.51461 -1.29785
77 H -3.42015 -3.22832 -3.79015
78 H -1.74202 -1.58322 -4.62271
79 H -0.43326 -0.25905 -2.97136
80 O -1.97498 3.12399 2.40427
81 N -1.12854 2.62635 1.73436
82 O -0.20085 3.14295 1.17792
83 O -1.27316 1.25304 1.60898

2.
DFT (wB97M-V/def2-TZVPD) results for C35H30FN7O14SSr as an isolated structure.

Values from the calculation:
- LUMO energy: 2.42 eV
- Charge: -2
- Kohn-Sham gap: 5.54 eV
- Energy relative to the best compared isomer or geometry (same formula, charge and spin): 0.00 kcal/mol
- 2S+1: 1

Atoms and positions in Å:
1 Sr 1.49025 1.54995 2.25753
2 O -2.93876 -2.64982 -1.75371
3 C -3.31061 -1.73921 -1.04741
4 O -4.45345 -1.08590 -1.26034
5 C -2.49815 -1.19694 0.08323
6 C -3.00514 -0.27940 0.99790
7 C -2.14119 0.24780 1.94466
8 N -0.85238 -0.08392 2.01958
9 C -0.37317 -0.95902 1.13477
10 C -1.16133 -1.54392 0.15220
11 C 1.13440 -1.19147 1.15839
12 O 1.64571 -1.52979 0.07362
13 O 1.70145 -0.92592 2.24125
14 H -4.03934 0.03418 0.95975
15 H -2.48284 0.98908 2.65841
16 H -0.71309 -2.21410 -0.56672
17 F -0.55750 -0.70053 -4.02278
18 C -1.25329 0.17670 -3.26549
19 C -0.64682 0.76907 -2.20204
20 C -1.34199 1.71717 -1.43540
21 C -0.69727 2.29322 -0.24836
22 O 0.45777 1.94061 0.03808
23 C -1.50205 3.22099 0.50782
24 C -2.74886 3.50855 0.06195
25 N -3.35189 2.95071 -1.02045
26 C -4.70526 3.31363 -1.34842
27 C -5.78146 2.27439 -1.21224
28 C -5.70241 3.41148 -0.23620
29 C -2.64843 2.04413 -1.80076
30 C -3.25234 1.42735 -2.90556
31 C -2.58698 0.45815 -3.63448
32 N -3.16014 -0.20605 -4.71838
33 C -3.03504 -1.66674 -4.79294
34 C -4.41035 -2.34347 -4.69915
35 N -5.30269 -1.54690 -3.84753
36 C -5.64545 -0.26697 -4.48679
37 C -4.41696 0.26160 -5.25329
38 C -1.13298 3.83646 1.86895
39 O -1.79499 4.81532 2.22117
40 O -0.23914 3.22614 2.51822
41 H 0.36853 0.51094 -1.92697
42 H -3.33295 4.22591 0.62229
43 H -4.79307 4.02291 -2.16455
44 H -5.46457 1.29467 -0.87867
45 H -6.57792 2.28040 -1.94536
46 H -5.35458 3.18847 0.76237
47 H -6.43572 4.20276 -0.29576
48 H -4.27429 1.66789 -3.14578
49 H -2.42375 -2.01276 -3.96777
50 H -2.54793 -1.96016 -5.72736
51 H -4.28646 -3.32781 -4.25033
52 H -4.84865 -2.47481 -5.69820
53 H -4.75135 -1.32575 -2.19283
54 H -6.15004 -2.07272 -3.66819
55 H -5.96565 0.43004 -3.70986
56 H -6.47499 -0.37886 -5.19642
57 H -4.42450 1.35078 -5.28804
58 H -4.46930 -0.08543 -6.28880
59 O 6.19028 4.14076 -0.83685
60 C 5.86738 3.01978 -1.44990
61 O 6.30833 2.72902 -2.54321
62 C 4.92826 2.11201 -0.74225
63 C 4.50324 0.90045 -1.25572
64 N 3.66241 0.36163 -0.36617
65 N 3.50967 1.14738 0.70206
66 C 4.26548 2.21332 0.50449
67 C 4.23342 3.28497 1.57138
68 O 4.95868 4.28353 1.39154
69 O 3.45579 3.06455 2.54152
70 H 5.72632 4.22218 0.07241
71 H 4.76196 0.41682 -2.18172
72 H 3.11042 -0.50416 -0.38137
73 N 5.16517 -0.91570 4.49523
74 C 5.59086 -2.20076 4.87586
75 C 5.69507 -3.23094 3.94411
76 C 6.16210 -4.48142 4.32592
77 C 6.53456 -4.73316 5.63801
78 C 6.42513 -3.71001 6.56894
79 C 5.96281 -2.45790 6.19537
80 S 7.17852 -6.33561 6.12565
81 O 6.68870 -6.52467 7.48715
82 O 8.62825 -6.19254 6.04247
83 O 6.62149 -7.26756 5.15215
84 H 4.71512 -0.40316 5.23713
85 H 4.60821 -0.89606 3.65303
86 H 5.39523 -3.05128 2.91712
87 H 6.22700 -5.28771 3.60676
88 H 6.69617 -3.91217 7.59748
89 H 5.88528 -1.66467 6.93260

3.
DFT (wB97M-V/def2-TZVPD) results for one molecule with the formula C6H12O.

Values from the calculation:
- LUMO energy: 0.63 eV
- Charge: 0
- Kohn-Sham gap: 8.95 eV
- Energy relative to the best compared isomer or geometry (same formula, charge and spin): 92.10 kcal/mol
- 2S+1: 1

Atoms and positions in Å:
1 C 0.92862 0.49733 2.55675
2 C 1.34204 0.00764 1.17017
3 C 1.08105 0.96680 0.06496
4 C 0.62450 0.27897 -1.15269
5 C -0.88922 0.46694 -0.80823
6 C -1.71992 -0.74170 -1.21120
7 O -1.73778 -0.94121 -2.60558
8 H 1.24606 1.53318 2.70005
9 H 1.35446 -0.12611 3.34938
10 H -0.16215 0.46957 2.66264
11 H 1.00447 -1.03121 0.99519
12 H 2.44721 -0.02426 1.11086
13 H -1.02781 0.63256 0.26998
14 H 0.85752 0.79245 -2.08852
15 H 0.85985 -0.79943 -1.24105
16 H -1.26073 1.37154 -1.28985
17 H -1.35161 -1.63378 -0.67883
18 H -2.76213 -0.58410 -0.91794
19 H -0.83446 -1.13519 -2.88609